[1]
{
  "formula": "C29H51MnNO2SSi2",
  "method": "the ωB97M-V functional and the def2-TZVPD basis",
  "elements": ["O", "O", "C", "C", "H", "H", "H", "H", "H", "C", "C", "H", "H", "H", "H", "H", "C", "C", "C", "H", "H", "H", "H", "H", "C", "H", "H", "H", "H", "H", "H", "Mn", "C", "Si", "H", "H", "C", "C", "C", "C", "Si", "H", "H", "C", "C", "C", "H", "H", "H", "H", "H", "H", "H", "H", "H", "H", "H", "H", "H", "H", "H", "H", "H", "H", "S", "C", "C", "C", "C", "C", "C", "N", "C", "C", "C", "C", "C", "C", "C", "H", "H", "H", "H", "H", "H", "H", "H"],
  "positions_angstrom": [[0.359, 4.560, -1.243], [-0.086, 3.780, -3.778], [-0.659, 4.724, -0.264], [-0.276, 4.524, 1.189], [-1.478, 4.042, -0.536], [-1.040, 5.741, -0.431], [-0.173, 3.460, 1.431], [-1.088, 4.920, 1.805], [0.644, 5.059, 1.454], [1.484, 3.713, -0.958], [2.706, 4.336, -1.576], [1.285, 2.723, -1.405], [1.619, 3.589, 0.131], [2.591, 4.412, -2.664], [3.582, 3.719, -1.355], [2.880, 5.338, -1.165], [0.467, 3.213, -4.978], [-0.552, 5.138, -3.931], [1.909, 2.810, -4.774], [0.400, 3.935, -5.812], [-0.150, 2.338, -5.229], [2.556, 3.691, -4.690], [2.237, 2.240, -5.647], [2.042, 2.186, -3.882], [0.560, 6.150, -3.905], [-1.247, 5.292, -3.094], [-1.128, 5.218, -4.870], [1.075, 6.127, -2.940], [0.120, 7.142, -4.042], [1.278, 5.982, -4.715], [-0.586, 2.707, -2.361], [-1.225, -0.196, -0.896], [-1.177, 1.752, -2.074], [-2.890, 1.858, -2.879], [-0.553, 0.928, -2.473], [-1.228, 1.814, -0.964], [-3.689, 3.435, -2.238], [-4.087, 0.447, -2.516], [-2.776, 1.923, -4.751], [-2.577, 0.185, 0.583], [-3.478, -1.366, 1.146], [-3.286, 0.986, 0.306], [-1.987, 0.596, 1.425], [-4.942, -1.755, 0.024], [-4.137, -1.056, 2.883], [-2.396, -2.903, 1.194], [-3.778, 1.784, -5.183], [-2.127, 1.127, -5.138], [-2.385, 2.886, -5.106], [-4.094, 3.269, -1.231], [-4.518, 3.724, -2.899], [-2.983, 4.273, -2.189], [-4.139, 0.162, -1.460], [-3.855, -0.457, -3.093], [-5.095, 0.775, -2.815], [-4.546, -0.040, 2.968], [-3.339, -1.165, 3.630], [-4.937, -1.768, 3.132], [-1.487, -2.748, 1.789], [-2.091, -3.240, 0.194], [-2.960, -3.725, 1.661], [-5.556, -2.536, 0.497], [-4.620, -2.135, -0.954], [-5.587, -0.883, -0.140], [1.753, -3.262, 0.428], [1.684, -2.091, 1.754], [2.168, -2.246, 3.048], [1.885, -1.246, 3.990], [1.127, -0.118, 3.634], [0.650, 0.041, 2.330], [0.914, -0.969, 1.397], [0.309, -1.111, 0.136], [0.651, -2.271, -0.466], [0.028, -2.615, -1.718], [0.318, -3.822, -2.391], [-0.383, -4.140, -3.551], [-1.331, -3.245, -4.054], [-1.568, -2.010, -3.406], [-0.937, -1.703, -2.213], [2.739, -3.141, 3.289], [2.255, -1.350, 5.011], [0.908, 0.646, 4.380], [0.064, 0.910, 2.027], [1.086, -4.485, -1.993], [-0.183, -5.080, -4.065], [-1.887, -3.489, -4.960], [-2.252, -1.296, -3.865]],
  "homo_ev": [-6.84, -7.88],
  "spin_multiplicity": 6,
  "total_energy_ev": -94396.230,
  "e_above_lowest_ev": 0.0000,
  "e_lumo_ev": [-0.17, -0.27],
  "homo_lumo_gap_ev": [6.670, 7.611],
  "s2": 8.767
}



[2]
{
  "formula": "C29H51N4OS2",
  "method": "the ωB97M-V functional and the def2-TZVPD basis",
  "elements": ["C", "C", "C", "C", "C", "C", "N", "C", "C", "C", "C", "C", "C", "S", "C", "S", "N", "C", "C", "N", "C", "C", "C", "C", "C", "C", "C", "C", "C", "C", "N", "C", "C", "C", "O", "C", "H", "H", "H", "H", "H", "H", "H", "H", "H", "H", "H", "H", "H", "H", "H", "H", "H", "H", "H", "H", "H", "H", "H", "H", "H", "H", "H", "H", "H", "H", "H", "H", "H", "H", "H", "H", "H", "H", "H", "H", "H", "H", "H", "H", "H", "H", "H", "H", "H", "H", "H"],
  "positions_angstrom": [[5.689, -0.284, 5.063], [5.993, -0.411, 3.542], [4.882, -1.197, 2.814], [3.878, -0.220, 2.129], [2.389, -0.598, 2.354], [1.522, 0.661, 2.582], [0.700, 1.025, 1.418], [-0.501, 0.683, 1.109], [-1.237, -0.254, 1.982], [-0.891, 1.404, -0.193], [-1.462, 2.782, 0.310], [-2.524, 2.653, 1.430], [-3.634, 3.695, 1.188], [-5.161, 3.426, 2.143], [-5.087, 1.743, 2.750], [-4.544, 1.457, 4.246], [-5.495, 0.693, 1.935], [-5.038, -0.604, 1.997], [-5.643, -1.304, 1.050], [-6.527, -0.461, 0.368], [-6.429, 0.678, 0.908], [-2.042, 0.850, -1.100], [-1.712, 1.143, -2.579], [-2.391, -0.639, -0.923], [-3.543, -1.014, -1.904], [0.516, 1.570, -0.812], [1.146, 0.319, -1.472], [1.649, 0.588, -2.903], [2.839, -0.316, -3.302], [2.475, -1.319, -4.396], [1.322, -2.162, -4.025], [1.007, -2.997, -5.214], [1.706, -3.042, -2.951], [0.647, -3.373, -1.912], [2.826, -3.497, -2.824], [1.348, 1.916, 0.447], [4.863, -0.928, 5.361], [5.450, 0.741, 5.337], [6.576, -0.612, 5.599], [6.931, -0.939, 3.377], [6.116, 0.594, 3.140], [5.283, -1.844, 2.035], [4.311, -1.807, 3.511], [4.098, 0.784, 2.494], [4.025, -0.192, 1.046], [2.328, -1.174, 3.276], [2.007, -1.192, 1.524], [2.125, 1.534, 2.814], [0.873, 0.536, 3.447], [-0.998, -1.265, 1.633], [-2.314, -0.160, 1.926], [-0.943, -0.207, 3.028], [-0.672, 3.437, 0.687], [-1.888, 3.288, -0.555], [-2.082, 2.740, 2.420], [-3.005, 1.686, 1.285], [-3.875, 3.623, 0.129], [-3.215, 4.684, 1.372], [-4.320, -1.014, 2.683], [-5.502, -2.345, 0.829], [-6.986, 1.561, 0.639], [-2.962, 1.404, -0.907], [-1.044, 0.377, -2.965], [-1.287, 2.142, -2.685], [-2.615, 1.152, -3.181], [-2.826, -0.796, 0.061], [-1.545, -1.294, -1.119], [-3.215, -1.670, -2.707], [-4.295, -1.574, -1.348], [-4.067, -0.135, -2.267], [0.622, 2.406, -1.501], [2.007, -0.059, -0.916], [0.407, -0.479, -1.526], [0.872, 0.404, -3.643], [1.936, 1.635, -3.019], [3.185, -0.905, -2.446], [3.697, 0.275, -3.616], [3.342, -1.939, -4.646], [2.253, -0.756, -5.303], [0.993, -2.345, -6.082], [0.011, -3.433, -5.141], [1.765, -3.772, -5.353], [0.204, -4.353, -2.078], [-0.124, -2.605, -1.967], [1.076, -3.334, -0.913], [1.393, 2.964, 0.733], [2.360, 1.571, 0.243]],
  "homo_ev": -11.11,
  "total_energy_ev": -60571.207,
  "charge": 1,
  "e_lumo_ev": -3.36,
  "homo_lumo_gap_ev": 7.748,
  "smiles": "CCCCCC[N+]1=C(C)[C@](CCCSC(=S)n2ccnc2)([C@@H](C)CC)[C@H](CCCCN(C)C(C)=O)C1"
}



[3]
{
  "formula": "C29H51N5OReSSi4Te",
  "method": "the ωB97M-V functional and the def2-TZVPD basis",
  "elements": ["Re", "S", "C", "C", "C", "N", "C", "C", "C", "C", "C", "N", "C", "C", "H", "H", "H", "H", "H", "H", "H", "H", "C", "Si", "C", "C", "C", "Te", "C", "Si", "C", "C", "C", "H", "H", "H", "H", "H", "H", "H", "H", "H", "H", "H", "H", "H", "H", "H", "H", "H", "H", "H", "H", "H", "H", "N", "C", "O", "C", "C", "N", "C", "N", "H", "H", "C", "Si", "C", "C", "C", "Si", "C", "C", "C", "H", "H", "H", "H", "H", "H", "H", "H", "H", "H", "H", "H", "H", "H", "H", "H", "H", "H", "H"],
  "positions_angstrom": [[-0.303, 0.168, -0.611], [-0.385, -0.945, -6.964], [-0.217, -0.308, -5.349], [1.007, -0.094, -4.701], [1.027, 0.297, -3.387], [-0.093, 0.455, -2.655], [-1.278, 0.370, -3.311], [-1.377, 0.029, -4.631], [1.005, -2.088, -7.065], [2.320, -1.701, -7.267], [3.293, -2.695, -7.236], [3.004, -3.978, -7.077], [1.738, -4.349, -6.969], [0.690, -3.433, -6.946], [1.947, -0.237, -5.204], [1.965, 0.484, -2.893], [-2.180, 0.566, -2.738], [-2.349, -0.017, -5.102], [2.598, -0.677, -7.478], [4.342, -2.447, -7.352], [1.545, -5.412, -6.892], [-0.335, -3.759, -6.838], [2.527, 3.644, 2.379], [0.787, 4.212, 2.836], [0.480, 4.305, 4.683], [0.301, 5.789, 1.928], [-0.393, 2.842, 2.169], [-0.206, 2.762, 0.054], [-2.102, 3.563, -0.545], [-3.817, 3.033, 0.174], [-4.446, 1.669, -0.970], [-3.901, 2.512, 1.985], [-4.831, 4.603, 0.016], [3.263, 4.414, 2.614], [2.598, 3.429, 1.310], [2.808, 2.744, 2.931], [1.149, 5.033, 5.145], [0.648, 3.343, 5.170], [-0.545, 4.613, 4.895], [0.895, 6.637, 2.272], [-0.749, 6.040, 2.099], [0.459, 5.699, 0.850], [-1.426, 3.099, 2.380], [-0.168, 1.858, 2.580], [-2.129, 3.387, -1.623], [-1.985, 4.641, -0.415], [-3.743, 0.839, -1.072], [-4.642, 2.065, -1.969], [-5.386, 1.259, -0.596], [-3.235, 1.690, 2.240], [-4.930, 2.211, 2.195], [-3.687, 3.350, 2.652], [-4.841, 4.993, -1.003], [-4.439, 5.386, 0.669], [-5.867, 4.422, 0.309], [-3.970, -1.025, 1.896], [-3.015, -1.083, 0.972], [-2.109, -0.197, 0.926], [-3.070, -2.197, 0.028], [-1.954, -2.157, -0.732], [-0.927, -1.719, -1.104], [-4.160, -3.090, -0.020], [-5.098, -3.756, -0.016], [-3.962, -0.276, 2.568], [-4.683, -1.736, 1.951], [3.189, 1.833, -1.513], [3.235, 0.125, -0.669], [4.833, 0.168, 0.316], [3.272, -1.401, -1.789], [1.608, 0.036, 0.376], [1.687, -1.452, 1.662], [3.308, -1.439, 2.614], [1.507, -3.103, 0.776], [0.336, -1.037, 2.923], [3.791, 1.849, -2.426], [3.648, 2.554, -0.833], [2.190, 2.197, -1.756], [5.624, 0.530, -0.345], [5.138, -0.817, 0.664], [4.800, 0.838, 1.177], [3.771, -1.191, -2.738], [2.281, -1.807, -1.998], [3.850, -2.187, -1.301], [1.668, 0.929, 1.021], [4.121, -1.883, 2.040], [3.187, -2.046, 3.514], [3.614, -0.441, 2.928], [2.445, -3.392, 0.300], [0.738, -3.087, 0.009], [1.250, -3.886, 1.492], [0.699, -0.284, 3.625], [0.047, -1.915, 3.504], [-0.556, -0.645, 2.443]],
  "homo_ev": [-14.04, -14.04],
  "spin_multiplicity": 4,
  "total_energy_ev": -92154.822,
  "charge": 2,
  "e_above_lowest_ev": 0.9578,
  "e_lumo_ev": [-6.99, -7.67],
  "homo_lumo_gap_ev": [7.046, 6.370],
  "s2": 3.795
}